# 1
The molecule C16H18N2O3S at a distorted geometry. Source: the OMol25 dataset; level of theory: ωB97M-V/def2-TZVPD.

Atoms and positions in Å:
1 C -2.02 -3.13 0.35
2 C -1.54 -1.94 1.15
3 O -2.44 -0.85 0.93
4 C -2.02 0.37 1.26
5 O -0.94 0.61 1.73
6 C -3.10 1.40 0.98
7 C -3.58 1.33 -0.46
8 O -4.70 1.02 -0.76
9 C -2.55 1.62 -1.52
10 S -1.27 2.83 -1.03
11 C 0.08 1.75 -0.74
12 N 0.01 0.53 -1.24
13 C 1.03 -0.28 -1.03
14 C 2.16 0.08 -0.29
15 C 2.27 1.36 0.23
16 C 3.46 1.79 1.02
17 C 1.19 2.22 -0.01
18 C 1.18 3.54 0.48
19 N 1.18 4.61 0.88
20 C 3.12 -1.07 -0.23
21 C 2.28 -2.27 -0.70
22 C 1.16 -1.67 -1.56
23 H -3.02 -3.42 0.67
24 H -1.34 -3.97 0.49
25 H -2.06 -2.87 -0.71
26 H -0.53 -1.62 0.86
27 H -1.53 -2.16 2.23
28 H -2.70 2.39 1.20
29 H -3.95 1.19 1.63
30 H -1.98 0.71 -1.75
31 H -3.04 1.98 -2.43
32 H 3.41 2.85 1.26
33 H 4.37 1.58 0.47
34 H 3.50 1.22 1.96
35 H 3.52 -1.22 0.78
36 H 3.97 -0.88 -0.90
37 H 2.88 -2.99 -1.26
38 H 1.85 -2.78 0.16
39 H 0.23 -2.23 -1.50
40 H 1.44 -1.62 -2.61

Computed properties:
Kohn-Sham gap	8.9	eV
structure (SMILES)	CCOC(=O)CC(=O)CSc1nc2c(c(C)c1C#N)CCC2
2S+1	1

***

# 2
The molecule C2H3N3OS at a distorted geometry. Source: the OMol25 dataset; level of theory: ωB97M-V/def2-TZVPD.

Atoms and positions in Å:
1 C 0.41 -0.89 -0.72
2 N -0.02 0.13 0.18
3 C 0.63 1.46 -0.01
4 N 1.39 2.32 -0.06
5 N -1.13 0.14 0.89
6 O -1.68 -0.96 1.01
7 S -1.41 1.52 1.68
8 H 0.13 -1.96 -0.39
9 H 0.24 -0.73 -1.77
10 H 1.43 -1.03 -0.82

Computed properties:
Kohn-Sham gap (alpha / beta)	8.6 / 8.6	eV
structure (SMILES)	CN(C#N)[N+]([O-])=S
2S+1	1

***

# 3
C48H66ClN3NaO2P3S as an isolated structure at a distorted geometry. Source: the OMol25 dataset; level of theory: ωB97M-V/def2-TZVPD.

Atoms and positions in Å:
1 Na -19.54 4.63 13.92
2 C -14.97 5.30 15.24
3 N -15.72 4.84 16.38
4 P -16.36 5.99 17.56
5 C -16.36 5.27 19.24
6 C -17.62 5.14 19.86
7 C -17.74 4.75 21.20
8 C -16.57 4.48 21.95
9 C -15.35 4.61 21.35
10 C -15.26 5.01 20.02
11 C -14.95 7.13 17.79
12 C -15.26 8.47 18.01
13 C -14.30 9.43 18.31
14 C -12.99 9.05 18.43
15 C -12.67 7.71 18.15
16 C -13.63 6.75 17.94
17 P -17.02 3.71 15.88
18 C -16.02 2.54 15.00
19 C -16.43 2.41 13.72
20 C -15.75 1.66 12.78
21 C -14.59 0.98 13.18
22 C -14.11 1.13 14.49
23 C -14.89 1.89 15.37
24 C -17.48 2.87 17.40
25 C -18.87 2.79 17.56
26 C -19.33 2.10 18.69
27 C -18.45 1.59 19.67
28 C -17.02 1.75 19.53
29 C -16.61 2.36 18.41
30 H -15.55 5.45 14.35
31 H -14.16 4.61 15.06
32 H -14.57 6.27 15.54
33 H -18.53 5.65 19.37
34 H -18.75 4.64 21.66
35 H -16.64 3.96 22.96
36 H -14.46 4.28 21.90
37 H -14.32 5.12 19.59
38 H -16.30 8.81 18.07
39 H -14.52 10.50 18.44
40 H -12.28 9.85 18.45
41 H -11.62 7.39 18.21
42 H -13.41 5.63 17.73
43 H -17.24 3.10 13.30
44 H -16.11 1.46 11.75
45 H -14.07 0.34 12.41
46 H -13.25 0.70 14.95
47 H -14.58 1.84 16.44
48 H -19.50 3.21 16.79
49 H -20.40 1.91 18.88
50 H -18.85 1.11 20.56
51 H -16.29 1.35 20.29
52 H -15.55 2.40 18.27
53 C -23.56 10.95 11.56
54 C -24.10 9.49 11.15
55 C -23.84 9.31 9.66
56 C -25.59 9.43 11.41
57 C -23.24 8.44 11.91
58 C -23.63 7.14 12.16
59 C -22.77 6.14 12.58
60 N -21.51 6.39 12.95
61 C -21.19 7.73 12.85
62 C -21.91 8.77 12.36
63 C -19.79 8.05 13.42
64 C -18.89 8.66 12.56
65 C -17.56 8.75 12.98
66 C -17.26 8.32 14.28
67 C -18.24 7.76 15.08
68 N -19.52 7.57 14.63
69 C -16.48 9.31 12.08
70 C -16.28 10.76 12.40
71 C -15.15 8.56 12.33
72 C -16.87 9.07 10.62
73 H -24.29 11.71 11.23
74 H -22.60 11.33 11.13
75 H -23.53 11.05 12.65
76 H -24.09 10.18 9.09
77 H -24.38 8.43 9.27
78 H -22.77 9.11 9.51
79 H -26.12 9.87 10.59
80 H -25.90 9.97 12.33
81 H -25.92 8.40 11.41
82 H -24.64 6.75 12.03
83 H -23.09 5.18 12.50
84 H -21.38 9.73 12.26
85 H -19.22 8.96 11.55
86 H -16.24 8.24 14.64
87 H -17.96 7.32 16.02
88 H -16.07 10.92 13.45
89 H -17.25 11.20 12.25
90 H -15.52 11.30 11.82
91 H -14.74 8.83 13.29
92 H -14.46 8.82 11.53
93 H -15.19 7.50 12.32
94 H -17.67 9.65 10.37
95 H -17.09 7.94 10.50
96 H -16.06 9.37 10.01
97 O -20.65 5.55 16.10
98 H -20.22 5.78 16.94
99 H -20.57 6.30 15.53
100 O -23.74 4.05 15.04
101 H -22.99 4.34 15.63
102 H -24.18 4.88 14.75
103 Cl -17.81 5.29 12.20
104 C -21.27 0.74 13.34
105 S -20.34 2.01 12.58
106 C -21.69 2.89 11.69
107 H -22.00 1.16 14.06
108 H -20.62 0.09 13.87
109 H -21.74 0.10 12.59
110 H -22.19 2.29 10.91
111 H -21.28 3.85 11.34
112 H -22.51 3.05 12.40
113 C -22.69 9.00 16.07
114 P -24.00 7.79 15.63
115 C -24.58 7.39 17.32
116 C -25.40 8.95 15.07
117 H -23.20 9.69 16.69
118 H -22.41 9.49 15.15
119 H -21.72 8.65 16.45
120 H -24.75 8.32 17.93
121 H -23.82 6.81 17.79
122 H -25.45 6.77 17.41
123 H -25.54 9.71 15.85
124 H -26.29 8.43 14.87
125 H -25.07 9.45 14.08

Computed properties:
Kohn-Sham gap	7.8	eV
2S+1	1

***

# 4
A 2-piece molecular cluster, C2H8N2O overall at a distorted geometry. Source: the OMol25 dataset; level of theory: ωB97M-V/def2-TZVPD.

Atoms and positions in Å:
1 N 0.67 -0.84 -1.61
2 C 1.53 0.19 -1.85
3 O 2.35 0.20 -2.73
4 H 0.34 -1.05 -0.68
5 H 0.95 -1.67 -2.13
6 H 1.37 1.02 -1.15
7 C -0.94 0.88 1.54
8 N -0.94 -0.52 1.05
9 H -1.24 0.96 2.58
10 H -1.63 1.46 0.94
11 H 0.05 1.30 1.41
12 H -0.63 -1.12 1.80
13 H -1.89 -0.79 0.83

Computed properties:
Kohn-Sham gap	10.5	eV
structure (SMILES)	NC=O.CN
2S+1	1

***

# 5
C18H36BN2O36S7 as an isolated structure at a distorted geometry. Source: the OMol25 dataset; level of theory: ωB97M-V/def2-TZVPD.

Atoms and positions in Å:
1 N -1.01 -3.99 -4.23
2 H -2.02 -3.98 -4.38
3 H -0.65 -3.11 -4.62
4 H -0.58 -4.85 -4.54
5 H -0.89 -3.89 -3.20
6 N 3.87 3.18 1.12
7 H 4.11 3.99 0.54
8 H 4.51 2.39 1.22
9 H 3.03 2.79 0.66
10 H 3.70 3.48 2.07
11 O 3.13 0.36 1.47
12 C 2.07 0.03 1.02
13 O 1.49 -1.16 0.98
14 B 0.14 -0.97 0.37
15 O 0.10 0.36 -0.22
16 C 1.16 0.98 0.17
17 O 1.53 2.09 -0.12
18 O -0.98 -1.35 1.20
19 C -1.78 -2.21 0.56
20 O -2.88 -2.53 0.89
21 C -1.09 -2.57 -0.79
22 O 0.00 -1.88 -0.83
23 O -1.58 -3.04 -1.81
24 C -2.14 3.03 -1.94
25 C -0.85 3.55 -1.31
26 O -0.88 4.96 -1.40
27 S -2.23 5.59 -2.07
28 O -1.77 6.42 -3.16
29 O -3.21 6.04 -1.14
30 O -2.64 4.11 -2.70
31 H -2.87 2.78 -1.16
32 H -2.02 2.17 -2.59
33 H -0.03 3.14 -1.91
34 H -0.49 3.33 -0.31
35 C 5.13 -0.95 -1.54
36 C 5.97 -0.13 -0.56
37 O 5.29 1.11 -0.52
38 S 4.79 1.56 -2.00
39 O 5.96 1.96 -2.74
40 O 3.67 2.43 -1.73
41 O 4.32 0.01 -2.28
42 H 4.43 -1.64 -1.07
43 H 5.70 -1.37 -2.36
44 H 7.04 -0.02 -0.76
45 H 6.00 -0.58 0.43
46 C 1.16 0.11 -3.02
47 C 1.78 0.46 -4.37
48 O 1.04 -0.28 -5.32
49 S -0.46 -0.72 -4.77
50 O -0.52 -2.16 -4.80
51 O -1.50 0.04 -5.38
52 O -0.20 -0.23 -3.25
53 H 1.23 0.91 -2.28
54 H 1.64 -0.78 -2.60
55 H 2.85 0.34 -4.54
56 H 1.67 1.53 -4.59
57 C -2.00 -1.82 4.27
58 C -3.01 -0.82 3.63
59 O -3.41 0.02 4.70
60 S -3.50 -0.82 6.08
61 O -4.59 -1.77 6.07
62 O -3.34 0.05 7.20
63 O -2.13 -1.65 5.69
64 H -1.02 -1.64 3.84
65 H -2.33 -2.86 4.22
66 H -3.82 -1.18 3.01
67 H -2.32 -0.22 3.03
68 C -0.25 3.70 5.79
69 C 0.80 2.61 6.02
70 O 0.94 1.87 4.83
71 S 0.26 2.57 3.56
72 O -0.87 1.81 3.10
73 O 1.25 3.06 2.65
74 O -0.20 3.89 4.38
75 H -0.11 4.56 6.44
76 H -1.23 3.35 6.11
77 H 0.40 1.94 6.78
78 H 1.75 3.01 6.38
79 C -5.25 -0.62 0.14
80 C -5.13 0.18 -1.21
81 O -5.20 1.57 -0.84
82 S -4.81 1.69 0.72
83 O -5.44 2.82 1.33
84 O -3.37 1.55 0.81
85 O -5.55 0.35 1.11
86 H -4.31 -1.09 0.43
87 H -6.13 -1.26 0.07
88 H -6.00 0.01 -1.85
89 H -4.26 -0.11 -1.81
90 C 2.24 -4.72 -0.31
91 C 1.15 -5.71 -0.72
92 O 1.23 -5.82 -2.13
93 S 2.33 -4.80 -2.80
94 O 1.62 -3.60 -3.18
95 O 3.06 -5.51 -3.79
96 O 3.16 -4.61 -1.39
97 H 2.77 -4.99 0.60
98 H 1.82 -3.73 -0.15
99 H 0.18 -5.37 -0.36
100 H 1.40 -6.67 -0.27

Computed properties:
charge	+1
Kohn-Sham gap	9.5	eV
2S+1	1

***

# 6
C11H12NO6Tc as an isolated structure at a distorted geometry. Source: the OMol25 dataset; level of theory: ωB97M-V/def2-TZVPD.

Atoms and positions in Å:
1 O -3.66 -3.27 -1.95
2 C -2.84 -2.56 -1.57
3 Tc -0.19 -0.27 -0.35
4 O -2.79 -1.20 1.16
5 C -1.83 -0.85 0.61
6 C 1.48 0.30 -1.27
7 O 2.46 0.62 -1.81
8 C -1.12 1.35 -1.02
9 O -1.65 2.30 -1.40
10 C 0.82 -1.80 0.44
11 O 1.41 -2.68 0.90
12 H -0.53 -1.12 -1.69
13 O 0.28 0.91 1.65
14 C 0.98 1.90 2.01
15 C 1.09 2.28 3.47
16 C 2.48 2.09 4.07
17 C 3.42 3.27 3.81
18 C 3.72 3.45 2.33
19 C 2.49 3.79 1.47
20 N 1.64 2.66 1.11
21 H 0.75 3.32 3.56
22 H 0.41 1.62 4.02
23 H 2.36 1.97 5.15
24 H 2.95 1.18 3.71
25 H 2.95 4.19 4.21
26 H 4.36 3.09 4.36
27 H 4.42 4.28 2.23
28 H 4.20 2.54 1.93
29 H 1.90 4.57 1.99
30 H 2.86 4.23 0.54
31 H 1.40 2.55 0.13

Computed properties:
charge	+3
Kohn-Sham gap (alpha / beta)	9.1 / 5.2	eV
2S+1	4
<S²>	3.771

***

# 7
The molecule C4H5F at a distorted geometry. Source: the OMol25 dataset; level of theory: ωB97M-V/def2-TZVPD.

Atoms and positions in Å:
1 C 1.90 -0.34 -0.20
2 C 0.74 0.23 0.04
3 C -0.68 -0.28 0.28
4 C -1.85 0.42 -0.09
5 F -2.87 -0.46 -0.18
6 H 2.05 -1.49 -0.28
7 H 2.66 0.39 -0.32
8 H 0.51 1.36 0.15
9 H -0.57 -1.32 0.64
10 H -1.90 1.48 -0.04

Computed properties:
Kohn-Sham gap	9.6	eV
structure (SMILES)	C=C/C=C/F
2S+1	1

***

# 8
The molecule C7H13NO at a distorted geometry. Source: the OMol25 dataset; level of theory: ωB97M-V/def2-TZVPD.

Atoms and positions in Å:
1 C -2.05 1.24 -1.14
2 C -1.50 0.67 -0.07
3 C -2.24 0.28 1.17
4 C 0.22 0.62 0.07
5 N 0.78 1.72 0.62
6 C 0.52 -0.55 -0.38
7 C -0.07 -1.78 -0.97
8 C 2.32 -0.75 -0.11
9 O 2.89 0.15 0.84
10 H -3.08 1.59 -1.14
11 H -1.45 1.58 -1.98
12 H -1.82 0.77 2.05
13 H -3.30 0.57 1.12
14 H -2.19 -0.81 1.33
15 H 1.72 1.94 0.28
16 H 0.85 1.67 1.63
17 H -1.00 -2.10 -0.50
18 H -0.27 -1.67 -2.03
19 H 0.59 -2.65 -0.90
20 H 2.82 -0.64 -1.08
21 H 2.43 -1.78 0.25
22 H 3.83 -0.06 0.92

Computed properties:
Kohn-Sham gap	9.0	eV
structure (SMILES)	C=C(C)/C(N)=C(\C)CO
2S+1	1

***

# 9
A 3-piece molecular cluster, C3H14N2O2 overall at a distorted geometry. Source: the OMol25 dataset; level of theory: ωB97M-V/def2-TZVPD.

Atoms and positions in Å:
1 C 1.14 -1.27 0.37
2 C -0.05 -0.74 -0.50
3 N -0.76 -2.00 -0.92
4 C -0.92 0.24 0.28
5 N -1.98 0.89 -0.65
6 H 1.59 -0.40 0.83
7 H 1.79 -1.71 -0.30
8 H 0.60 -2.04 1.10
9 H 0.19 -0.13 -1.40
10 H -1.70 -1.80 -1.40
11 H -1.03 -2.56 -0.03
12 H -1.47 -0.28 1.03
13 H -0.29 1.03 0.81
14 H -1.47 1.59 -1.36
15 H -2.62 1.59 -0.17
16 O 5.47 -0.99 3.99
17 H 6.39 -0.69 4.05
18 H 5.14 -0.13 4.27
19 O -3.02 3.38 -3.14
20 H -3.78 3.65 -3.74
21 H -3.20 2.37 -3.12

Computed properties:
Kohn-Sham gap	10.0	eV
structure (SMILES)	C[C@@H](N)CN.O.O
2S+1	1

***

# 10
An isolated ion of composition C4H10N and charge +1 at a distorted geometry. Source: the OMol25 dataset; level of theory: ωB97M-V/def2-TZVPD.

Atoms and positions in Å:
1 C 0.80 -1.42 -1.29
2 C -0.62 -1.16 -0.55
3 C -0.81 0.28 -0.27
4 C -0.33 0.59 0.90
5 N 0.03 1.99 1.44
6 H 0.78 -1.03 -2.32
7 H 1.63 -1.01 -0.74
8 H 1.05 -2.43 -1.41
9 H -1.45 -1.50 -1.22
10 H -0.48 -1.86 0.25
11 H -0.88 0.89 -1.14
12 H 0.05 -0.25 1.56
13 H 0.66 2.53 0.98
14 H 0.32 1.72 2.42
15 H -0.76 2.65 1.40

Computed properties:
charge	+1
Kohn-Sham gap	10.9	eV
structure (SMILES)	CC/C=C/[NH3+]
2S+1	1

***

# 11
The molecule C4H3NO at a distorted geometry. Source: the OMol25 dataset; level of theory: ωB97M-V/def2-TZVPD.

Atoms and positions in Å:
1 C -2.07 1.01 -0.09
2 C -2.48 -0.22 -0.07
3 C 0.29 0.21 0.01
4 C 1.68 -0.04 -0.02
5 N -0.73 0.78 0.12
6 O -2.61 -1.37 0.09
7 H 1.83 -0.77 -0.84
8 H 1.94 -0.43 0.88
9 H 2.15 0.85 -0.08

Computed properties:
Kohn-Sham gap	8.4	eV
2S+1	1